#i
DFT (wB97M-V/def2-TZVPD) results for C5H10OS2 in the gas phase.

Lowest unoccupied orbital energy ... -0.2 eV
Frontier orbital gap ... 8.4 eV

```
! wB97M-V def2-TZVPD RIJCOSX def2/J DEFGRID3
* xyz 0 1
C -0.1647 2.6131 -0.3667
O -0.8274 1.3723 -0.0543
C -0.1771 0.2375 -0.5236
S -1.3080 -1.1155 -0.6699
C -2.4265 -0.7920 0.6965
C 1.0458 -0.0949 0.2813
C 0.9449 0.0021 1.7763
S 2.3450 -0.7370 -0.4151
H 0.3606 2.4914 -1.2828
H -0.9638 3.3566 -0.4138
H 0.5429 2.8992 0.3931
H 0.1727 0.3262 -1.5685
H -1.8974 -0.5850 1.6238
H -3.0650 0.0688 0.4904
H -3.1075 -1.6512 0.8464
H 0.4071 0.8730 2.1541
H 1.8966 -0.0556 2.2716
H 0.3487 -0.8562 2.0985
*
```

---

#ii
DFT (wB97M-V/def2-TZVPD) results for C5H10OS2 in the gas phase.

Lowest unoccupied orbital energy ... 0.7 eV
Frontier orbital gap ... 9.7 eV

```
! wB97M-V def2-TZVPD RIJCOSX def2/J DEFGRID3
* xyz 0 1
C 1.3934 2.0477 0.2302
C 0.7728 1.1421 -0.5186
C -0.1209 0.0249 0.0296
O -0.1749 0.0344 1.4298
C 0.3150 -1.3475 -0.5191
S 1.9733 -1.7260 0.1086
C -1.5722 0.3309 -0.4641
S -2.8267 -0.8443 0.1140
H 2.0497 2.7969 -0.2362
H 1.1390 2.0933 1.2776
H 0.9333 1.0918 -1.6107
H 0.6591 -0.3935 1.6730
H 0.3123 -1.2988 -1.6247
H -0.4012 -2.1127 -0.2314
H 1.6313 -2.9091 0.4710
H -1.6797 0.4481 -1.5552
H -1.8839 1.2896 -0.0127
H -2.5197 -0.6678 1.4389
*
```

---

Name the most stable of them. #ii.

---

#i
DFT (wB97M-V/def2-TZVPD) results for C17H19N3OS in the gas phase.

Lowest unoccupied orbital energy ... 0.1 eV
Frontier orbital gap ... 8.8 eV

```
! wB97M-V def2-TZVPD RIJCOSX def2/J DEFGRID3
* xyz 0 1
C 0.2073 3.9453 2.4779
C 0.4331 2.5385 2.0421
C -0.5573 1.5639 2.1305
C -0.2536 0.2794 1.6841
C -1.1912 -0.8495 1.7038
C -2.4495 -0.7736 2.2983
C -3.3027 -1.8611 2.2679
C -2.9181 -3.0372 1.6456
C -1.6660 -3.1261 1.0581
C -0.8097 -2.0440 1.0898
N 0.9496 0.0281 1.1546
C 1.7904 1.0279 1.0861
S 3.2971 0.7244 0.1765
C 2.7662 1.7239 -1.2660
C 1.2950 1.4636 -1.5419
O 0.4480 2.3088 -1.3002
N 0.9762 0.2577 -2.0310
C 1.8771 -0.8229 -2.3833
C 0.9467 -2.0063 -2.6457
C -0.3310 -1.3369 -3.1478
C -0.4140 -0.0931 -2.2724
N 1.6230 2.2540 1.5259
H 1.1537 4.4023 2.7526
H -0.4918 3.9929 3.3089
H -0.2080 4.5034 1.6388
H -1.5280 1.8190 2.5211
H -2.7694 0.1297 2.7943
H -4.2748 -1.7907 2.7336
H -3.5904 -3.8821 1.6226
H -1.3587 -4.0435 0.5773
H 0.1730 -2.0965 0.6480
H 2.8992 2.7759 -1.0160
H 3.4098 1.4372 -2.0951
H 2.5844 -1.0226 -1.5757
H 2.4394 -0.5606 -3.2887
H 1.3683 -2.7086 -3.3617
H 0.7447 -2.5340 -1.7138
H -1.2086 -1.9709 -3.0448
H -0.2216 -1.0541 -4.1957
H -0.9298 0.7473 -2.7411
H -0.9081 -0.3089 -1.3176
*
```

---

#ii
DFT (wB97M-V/def2-TZVPD) results for C17H19N3OS in the gas phase.

Lowest unoccupied orbital energy ... 0.1 eV
Frontier orbital gap ... 8.7 eV

```
! wB97M-V def2-TZVPD RIJCOSX def2/J DEFGRID3
* xyz 0 1
O 4.3853 2.3217 0.9156
C 3.3780 2.0457 0.2990
C 3.3431 2.0317 -1.2319
S 3.4632 0.3439 -1.9109
C 1.8196 -0.2404 -1.8428
C 1.5232 -1.5040 -2.3879
C 0.2245 -1.9307 -2.3117
C -0.7184 -1.0790 -1.6948
C -2.1299 -1.4385 -1.5398
C -2.7648 -2.2936 -2.4385
C -4.0981 -2.6168 -2.2689
C -4.8126 -2.0960 -1.2028
C -4.1904 -1.2388 -0.3093
C -2.8601 -0.9080 -0.4765
N -0.3470 0.0900 -1.1965
N 0.8827 0.5022 -1.2710
N 2.1912 1.7510 0.8429
C 1.9634 1.6121 2.2622
C 0.6588 2.3052 2.6558
C -0.4254 1.3221 2.2078
C 0.2005 -0.0769 2.3588
C 1.6963 0.1477 2.6347
H 2.4287 2.4758 -1.6210
H 4.2225 2.5467 -1.6164
H 2.3075 -2.0970 -2.8311
H -0.0673 -2.9001 -2.6846
H -2.2259 -2.6884 -3.2873
H -4.5827 -3.2764 -2.9737
H -5.8528 -2.3545 -1.0720
H -4.7456 -0.8273 0.5205
H -2.3662 -0.2421 0.2134
H 1.4387 1.4602 0.2205
H 2.8431 2.0188 2.7665
H 0.5571 3.2825 2.1874
H 0.6354 2.4337 3.7382
H -1.3323 1.4278 2.8016
H -0.6852 1.5041 1.1645
H 0.0547 -0.6583 1.4483
H -0.2608 -0.6310 3.1757
H 1.9165 0.0040 3.6922
H 2.3313 -0.5286 2.0636
*
```

---

Name the most stable of them. #i.

---

#i
DFT (wB97M-V/def2-TZVPD) results for 2 unconnected molecules or ions with the total composition C6H14Si.

Lowest unoccupied orbital energy (spin up / spin down) ... -0.3 / -0.3 eV
Frontier orbital gap (spin up / spin down) ... 6.6 / 8.6 eV

```
! wB97M-V def2-TZVPD RIJCOSX def2/J DEFGRID3
* xyz 0 1
C -2.4666 0.3549 -1.4567
C -2.0449 -0.1827 -0.3479
C -3.0102 -0.5275 0.7457
C 1.2066 -0.8245 -1.0641
C 2.9900 0.6164 0.0147
C 1.4628 0.3602 -0.0063
Si 0.7630 0.1558 1.7479
H -1.7639 0.7060 -2.1351
H -3.4979 0.8005 -1.4690
H -3.4080 -1.5364 0.6999
H -3.8563 0.1162 0.5063
H -2.6207 -0.2888 1.7323
H 0.4935 -0.4755 -1.8156
H 2.1017 -1.0061 -1.5910
H 0.9950 -1.6951 -0.4363
H 3.4628 -0.3051 0.5814
H 3.1891 1.4380 0.7349
H 3.4254 0.6636 -1.0047
H 0.9303 1.2761 -0.3187
H 0.7313 -1.0741 2.4003
H 0.9171 1.4281 2.4822
*
```

---

#ii
DFT (wB97M-V/def2-TZVPD) results for 2 unconnected molecules or ions with the total composition C6H14Si.

Lowest unoccupied orbital energy ... -0.3 eV
Frontier orbital gap ... 7.9 eV

```
! wB97M-V def2-TZVPD RIJCOSX def2/J DEFGRID3
* xyz 0 1
C 3.8468 0.0023 -0.0864
C 2.7405 0.2380 0.6078
C 0.5275 -0.8244 0.9917
C -2.6254 1.0374 -2.3805
C -2.9943 -0.0455 0.2153
C 1.9182 -0.5689 1.6091
Si -2.2663 1.5523 -0.5200
H 4.3948 0.6729 -0.6510
H 4.3550 -0.9903 -0.1051
H 2.5472 1.2535 0.4283
H 0.1096 -1.4736 1.6651
H 0.7801 -1.4069 0.0746
H -0.0067 0.0439 0.9847
H -1.8014 1.2253 -3.0157
H -2.9367 0.0741 -2.4892
H -3.4748 1.5608 -2.8096
H -4.1278 -0.0229 0.0065
H -2.4736 -0.9305 -0.0801
H -2.9183 -0.1638 1.4048
H 2.5964 -1.4456 1.7692
H 1.8092 0.2121 2.3806
*
```

---

Name the most stable of them. #ii.

---

#i
DFT (wB97M-V/def2-TZVPD) results for 2 unconnected molecules or ions with the total composition C5H10O2S.

Lowest unoccupied orbital energy ... -0.5 eV
Frontier orbital gap ... 8.8 eV

```
! wB97M-V def2-TZVPD RIJCOSX def2/J DEFGRID3
* xyz 0 1
C -1.3804 1.5455 -0.0141
C -0.1974 0.9231 0.6281
C 0.4882 -0.8759 1.4022
C 0.7202 -0.2635 -0.0010
C 0.1470 -0.9649 -1.1110
H -1.4671 2.4235 0.9415
H -1.0291 2.0054 -1.1966
H -2.3887 0.8480 -0.3141
H 0.4460 1.6215 1.1668
H 1.2424 -0.5687 2.0657
H 0.2075 -1.8768 1.5143
H 2.4939 -0.3405 -2.1198
H 0.8653 -1.9792 -1.1250
H 0.4451 -0.2044 -2.0316
H -0.9772 -1.3138 0.1088
O -0.7633 -0.0428 1.5170
O -1.1363 -1.3571 -0.9973
S 2.2839 0.4204 -0.4338
*
```

---

#ii
DFT (wB97M-V/def2-TZVPD) results for C5H10O2S in the gas phase.

Lowest unoccupied orbital energy ... 0.8 eV
Frontier orbital gap ... 9.6 eV

```
! wB97M-V def2-TZVPD RIJCOSX def2/J DEFGRID3
* xyz 0 1
C 0.0288 -1.0562 -1.8491
C 0.4795 -0.8778 -0.2506
C -0.8656 -0.8027 0.4890
O -0.7454 -0.5112 1.9518
C 0.0105 0.6418 2.1573
S -0.4131 2.0917 1.1774
C 0.4045 1.5268 -0.4484
O 1.2097 0.3804 -0.2395
H -0.4641 -0.1701 -2.1368
H -0.6845 -1.8939 -2.0649
H 0.8818 -1.2559 -2.7034
H 1.2999 -1.5314 0.0364
H -1.5712 0.0941 0.1183
H -1.2480 -1.7835 0.4960
H -0.0129 0.9372 3.2934
H 1.1597 0.7068 1.9040
H -0.4905 1.2031 -1.1191
H 1.0209 2.3007 -0.8118
*
```

---

Name the most stable of them. #ii.